Model P:
An isolated molecule of C3H6N2S, computed with wB97M-V/def2-TZVPD.

Geometry as XYZ:
```
12
C3H6N2S, DFT wB97M-V/def2-TZVPD
C 0.79 1.19 0.07
C 0.19 -1.17 -0.14
C -1.59 0.47 -0.05
H 1.04 1.40 1.11
H 1.70 0.79 -0.37
H 0.50 2.16 -0.35
H -0.61 -1.90 -0.32
H 1.47 -2.57 0.08
H -1.75 1.56 -0.14
N -0.26 0.20 -0.08
N 1.37 -1.53 0.13
S -2.86 -0.60 0.08
```

Properties
SMILES: [H]/N=C/N(C)C=S
Kohn-Sham gap: 8.769 eV

Model Q:
A cluster of 2 separate species, C3H6N2S in total, computed with wB97M-V/def2-TZVPD.

Geometry as XYZ:
```
12
C3H6N2S, DFT wB97M-V/def2-TZVPD
C -2.51 -0.25 0.99
C -2.62 0.55 0.06
C 1.22 -1.21 -0.61
N 0.95 1.61 -0.82
N 1.41 1.37 0.21
S 2.00 -0.48 0.84
H -2.58 -1.16 1.55
H 1.40 2.02 0.98
H -2.55 1.47 -0.47
H 0.31 -1.87 -0.44
H 2.03 -1.68 -1.15
H 0.93 -0.36 -1.14
```

Properties
Kohn-Sham gap: 8.939 eV

Of them, model Q has the lowest stability.

Model P:
An isolated molecule of C3H6N2S, computed with wB97M-V/def2-TZVPD.

Geometry as XYZ:
```
12
C3H6N2S, DFT wB97M-V/def2-TZVPD
C -2.04 1.06 0.02
C -0.33 -1.54 0.05
C 2.55 0.09 0.01
H -2.93 1.51 0.31
H -1.66 1.84 -0.80
H -1.37 1.19 0.99
H -0.53 -2.56 0.19
H 2.97 -0.91 0.24
H 3.11 1.07 -0.14
N 0.92 -1.14 -0.13
N 1.24 0.26 -0.48
S -1.92 -0.86 -0.25
```

Properties
SMILES: C=N/N=C\SC
Kohn-Sham gap: 8.915 eV

Model Q:
A structure of composition C3H6N2S, computed with wB97M-V/def2-TZVPD.

Geometry as XYZ:
```
12
C3H6N2S, DFT wB97M-V/def2-TZVPD
C -0.80 0.29 0.08
C 1.44 0.77 -0.42
C 1.52 -0.50 0.35
H -2.48 1.31 0.08
H -0.04 2.37 0.35
H 1.22 0.74 -1.53
H 2.42 1.33 -0.15
H 1.28 -0.24 1.66
H 2.29 -1.35 0.09
N -2.08 0.33 -0.01
N 0.19 1.22 0.19
S -0.28 -1.15 -0.12
```

Properties
Kohn-Sham gap: 8.985 eV

Of them, model P has the lowest stability.

Model P:
A cluster of 2 separate species, C6H10N in total, computed with wB97M-V/def2-TZVPD.

Geometry as XYZ:
```
17
C6H10N, DFT wB97M-V/def2-TZVPD
C -1.84 0.97 0.25
C -3.21 0.37 0.15
C -2.18 -0.63 -0.27
C 1.68 -1.16 0.03
C 1.07 1.38 -0.14
C 0.91 0.02 -0.53
N -1.06 -0.14 0.27
H -3.61 0.20 1.08
H -3.96 0.65 -0.54
H -2.17 -1.08 -1.28
H 1.65 -1.97 -0.63
H 2.73 -0.92 0.24
H 1.16 -1.37 0.97
H 1.05 1.40 0.92
H 0.56 2.08 -0.82
H 2.08 1.70 -0.41
H 0.28 -0.18 -1.44
```

Properties
Kohn-Sham gap: 8.122 eV
Total charge: +1

Model Q:
The ion C6H10N with charge +1, computed with wB97M-V/def2-TZVPD.

Geometry as XYZ:
```
17
C6H10N, DFT wB97M-V/def2-TZVPD
C 0.79 0.49 0.41
C -0.25 0.31 -0.38
C 0.78 -0.67 1.33
C 1.02 -0.49 2.80
C -0.34 0.32 -2.84
C -1.02 0.74 -1.53
N -0.57 -0.46 0.80
H 1.24 -1.56 0.91
H 0.55 0.41 3.18
H 2.09 -0.43 2.99
H 0.64 -1.35 3.34
H 0.66 0.73 -2.91
H -0.92 0.68 -3.68
H -0.27 -0.77 -2.91
H -2.02 0.32 -1.47
H -1.09 1.83 -1.51
H -1.28 -0.10 1.45
```

Properties
SMILES: CCC1=C2[C@@H](C)[N@H+]12
Kohn-Sham gap: 9.823 eV
Total charge: +1

Model R:
The ion C6H10N with charge +1, computed with wB97M-V/def2-TZVPD.

Geometry as XYZ:
```
17
C6H10N, DFT wB97M-V/def2-TZVPD
C 1.06 -1.54 0.30
C 1.43 -0.99 1.62
C 0.48 -0.09 1.14
C -0.66 0.40 1.88
C -1.07 -0.57 -1.86
C 0.15 0.18 -1.45
N 0.70 -0.39 -0.22
H 1.01 -1.63 2.46
H 2.53 -0.54 1.74
H -1.60 -0.19 1.47
H -0.74 1.60 1.76
H -0.72 0.12 2.94
H -1.52 -0.84 -0.97
H -1.76 0.04 -2.43
H -0.84 -1.40 -2.50
H -0.08 1.20 -1.19
H 0.95 0.10 -2.10
```

Properties
SMILES: CC[N+]1=C2C[C@]21C
Kohn-Sham gap: 9.157 eV
Total charge: +1

Model S:
The ion C6H10N with charge +1, computed with wB97M-V/def2-TZVPD.

Geometry as XYZ:
```
17
C6H10N, DFT wB97M-V/def2-TZVPD
C 2.29 0.29 -0.20
C 1.27 1.31 -0.27
C 2.04 -0.84 0.43
C -1.37 1.48 0.17
C -0.98 0.07 0.53
C 0.03 1.04 0.09
N -1.33 -1.03 -0.43
H 3.24 0.48 -0.68
H 1.52 2.30 -0.63
H 1.13 -1.03 0.98
H 2.78 -1.62 0.50
H -1.91 1.65 -0.76
H -1.69 2.14 0.96
H -1.04 -0.25 1.56
H -0.48 -1.58 -0.65
H -1.69 -0.63 -1.30
H -2.04 -1.66 -0.03
```

Properties
SMILES: C=C/C=C1/C[C@H]1[NH3+]
Kohn-Sham gap: 9.040 eV
Total charge: +1

Of them, model P has the lowest stability.